164
Properties=species:S:1:pos:R:3:forces:R:3:mulliken_charge:R:1 method="wB97M-V/def2-TZVPD" e_lumo_ev=-5.360 fmax_ev_per_a=9.346 relative_energy_kcal_mol=215.9 homo_lumo_gap_ev=5.92 total_charge=+2 e_tot_ev=-104556.610 mol_weight_g_mol=1064.18
C 13.306 10.330 15.072 -0.6701 0.7188 1.0536 -0.83
H 14.937 18.059 19.471 -0.0865 0.1422 -0.4226 -0.71
H 22.340 17.859 15.412 -0.0481 0.1262 -0.0113 0.55
C 15.755 21.777 22.068 0.9943 -0.5840 -0.5873 -0.78
H 15.596 21.087 22.897 0.2866 -0.3276 -0.4150 0.31
C 18.946 15.215 17.441 -1.2040 0.0463 1.0489 0.37
C 17.395 12.770 14.015 1.3454 2.1834 1.1490 0.43
N 19.828 13.802 23.171 -0.2397 0.9682 -0.7745 -0.21
H 20.368 18.361 11.682 -0.2168 0.2222 -0.2428 0.46
H 10.511 20.984 19.997 -0.5821 -0.0445 0.7281 0.54
H 10.918 17.057 21.559 0.2348 -0.7048 0.2303 0.42
C 20.148 15.894 21.734 -0.1880 -0.5649 0.1052 -0.55
H 11.686 11.038 19.815 -0.8034 -0.4139 0.3004 0.49
H 23.217 14.212 14.736 -0.2855 0.4106 -0.9104 0.42
C 18.259 17.074 20.918 0.0764 -0.7182 0.1872 -0.47
H 9.091 12.448 19.645 -0.3741 0.3424 -0.0080 0.28
H 12.592 10.278 14.251 0.6290 0.0751 -0.6429 0.50
H 14.812 19.633 18.560 0.0719 -0.0367 -0.0315 0.08
N 17.729 15.545 16.492 0.7693 -0.1425 2.7361 1.21
H 12.568 21.612 18.659 -0.1036 -0.0584 0.7326 0.41
H 20.810 9.920 19.560 0.5274 0.1604 -0.0986 0.42
C 18.947 15.086 9.405 0.0964 0.0597 0.7766 -0.75
O 21.612 14.353 18.835 -1.2969 1.7003 1.6411 -0.49
H 18.882 15.473 8.388 0.3633 0.5797 0.2977 0.28
N 20.539 17.662 12.390 -1.3980 -1.1124 1.1943 -0.03
H 18.623 17.369 19.934 0.7023 -0.3417 -0.0610 0.49
H 20.764 16.305 20.934 -0.0793 -0.2641 -0.3983 0.44
O 12.370 15.090 17.119 -0.1639 0.4544 0.5245 -0.81
C 21.699 17.328 14.708 -0.9022 -1.1217 -0.4888 0.47
O 10.219 11.465 18.269 0.3445 -0.7138 0.1823 -0.36
C 12.654 11.410 18.085 0.1668 1.7660 -0.9129 0.02
O 11.560 19.746 18.886 1.9432 -1.1459 -4.3996 -0.23
H 12.934 17.630 15.833 0.0071 0.9176 -0.2560 0.26
C 19.250 16.948 12.695 -1.7190 -1.3515 -1.0201 0.11
H 20.240 11.288 20.414 0.7646 0.0949 0.8393 0.05
H 13.819 15.651 19.514 -0.6616 -0.6512 -0.7201 -0.68
H 12.966 10.366 18.045 -0.3969 0.2854 -0.7862 0.56
H 19.776 14.382 9.473 -0.2797 -0.4050 -0.1678 0.31
H 19.853 14.481 23.919 -1.2804 0.1896 0.6124 0.42
O 17.804 10.395 19.910 4.4475 -7.7577 2.7162 -0.76
O 18.436 20.093 16.744 -1.1305 2.5596 -0.3932 -0.61
H 14.362 10.122 14.902 -0.1589 -0.2486 -0.9377 0.36
O 17.719 12.353 19.146 0.5612 3.2974 -1.3424 -0.40
H 11.380 16.689 19.156 0.2409 -0.3941 -0.0822 0.55
H 19.363 10.199 15.742 0.0900 0.0000 0.0367 0.44
H 22.037 18.751 12.959 0.6246 0.4670 0.9796 0.41
C 9.048 11.501 19.107 1.1698 0.5139 0.9825 -0.79
N 11.490 17.676 21.003 -0.0587 1.0074 -0.6409 0.05
O 18.393 18.236 15.460 -1.5634 0.2728 -2.9957 -0.82
C 12.195 20.748 18.109 0.0040 0.6095 -0.8428 -0.96
H 17.663 13.957 22.713 0.5935 0.4557 -0.5731 -0.06
H 20.094 11.694 15.174 0.1971 -0.0236 0.0393 0.33
C 15.358 19.049 19.301 0.6269 -0.3753 -0.0896 0.41
H 20.775 17.004 15.186 -0.0840 0.4305 0.5465 -0.46
H 10.115 19.172 21.728 0.6530 -0.1815 0.4593 0.50
H 11.518 8.241 14.806 -0.3883 0.4881 0.2897 0.33
C 15.638 14.176 16.930 -0.0249 0.5051 0.9277 0.36
H 19.965 15.150 17.059 -0.4940 0.4815 -0.8422 0.12
H 17.972 14.631 9.580 0.0995 -0.3027 0.2872 0.31
O 23.228 13.287 17.991 2.1353 -2.2335 -1.7017 -0.82
N 20.400 11.744 18.453 3.0067 -2.1411 0.2932 1.34
O 15.974 16.311 18.036 1.8847 -1.3843 -1.7692 -0.13
H 18.813 11.775 16.356 0.1379 -0.0157 0.2660 -0.29
H 22.067 11.256 19.853 -0.3826 -0.0017 0.0263 0.21
O 12.653 17.251 16.669 0.2176 2.1942 1.3527 -0.30
O 14.872 19.147 21.595 1.3490 1.9924 -1.1024 -0.52
H 20.253 16.591 22.566 0.0832 0.0832 0.4140 0.42
H 13.052 20.392 17.537 -0.1774 -0.6595 0.1273 0.31
H 18.930 15.924 18.269 0.0686 0.2062 -0.4863 -0.55
H 17.760 14.840 15.769 -0.4100 -1.7804 -1.2033 -0.11
H 20.874 13.748 21.392 -0.1740 0.7370 -0.7640 0.32
C 18.451 13.205 22.680 0.5877 0.7900 1.8161 0.81
H 12.266 13.111 16.932 0.4082 1.5915 -0.1762 0.13
H 14.831 14.292 21.832 -0.4904 -0.0182 0.1708 0.40
H 18.400 17.621 12.584 0.4204 0.4425 0.0513 0.38
C 14.975 15.349 21.607 0.5676 0.3686 0.3760 -0.87
H 18.748 14.253 17.912 -0.4043 -0.1759 -0.3355 0.17
C 17.202 11.335 19.614 0.1561 5.7224 -2.5129 0.22
H 12.509 14.808 20.494 -0.1841 -0.0389 -0.4170 0.72
O 19.209 16.107 10.392 -0.4413 0.7634 -0.2082 -0.43
H 12.032 20.372 20.688 0.3561 0.5926 0.5435 0.14
O 12.715 15.832 15.053 0.2950 -0.2992 -2.0145 -0.77
H 8.086 11.409 18.603 0.5694 -0.0166 -0.5889 0.27
H 20.563 19.116 13.922 0.0984 -0.2664 0.2930 0.29
H 19.154 16.538 13.700 0.7570 0.3881 0.0701 -0.36
C 13.044 15.732 20.275 0.4776 0.8820 0.3749 0.90
H 13.310 12.512 14.788 -0.3917 0.0437 0.2072 0.48
H 17.030 20.938 20.459 0.8530 -0.0457 0.5797 0.42
H 17.106 11.689 23.249 -0.0322 -0.1500 -0.5926 0.43
H 19.438 11.996 18.628 -1.7257 -0.2082 0.1127 -0.32
O 13.779 16.111 21.429 0.4056 0.0583 0.5132 -0.53
H 24.258 14.317 18.657 4.5006 -0.0626 -0.2651 0.28
C 12.559 16.002 16.242 -0.2544 -3.8727 0.9870 0.42
H 20.379 13.057 23.574 0.0846 -0.9199 -0.2248 0.45
H 15.701 21.611 19.993 -0.3953 0.3107 -0.4612 0.41
H 9.098 10.754 19.899 0.0691 -0.4070 -0.1677 0.33
H 12.829 17.608 19.279 -0.3486 0.3854 0.4493 -0.17
H 11.518 21.177 17.371 -0.2915 -0.1775 0.0248 0.34
H 17.920 15.419 11.926 -0.3528 0.3671 -0.1041 0.51
H 12.231 7.442 16.245 -0.2684 0.4168 0.2007 0.27
N 16.068 21.049 20.748 -1.6487 -0.8214 0.6983 -0.04
O 22.317 16.111 14.234 0.4904 0.2912 -0.9756 -0.47
H 21.115 16.968 11.935 0.7582 -0.3107 0.0827 0.46
H 17.179 17.061 20.772 -0.0709 -0.6694 0.3968 -0.58
H 17.131 11.600 13.022 -0.2164 -1.7406 -1.8349 0.29
H 14.851 14.054 17.675 0.0812 0.1756 0.1865 -0.11
C 16.394 15.455 17.267 -1.0443 0.0620 0.2680 -1.11
O 15.909 11.295 19.809 -2.9205 0.2138 0.5304 -0.26
C 11.472 11.676 18.957 -1.2242 -0.1237 0.5107 -0.43
O 19.309 18.251 17.370 1.7141 -1.0246 3.4188 -0.73
O 17.976 13.689 14.553 3.0208 3.7364 1.2200 -0.77
H 19.504 14.836 11.973 0.5248 0.0536 0.3700 0.47
O 16.387 12.299 14.430 -5.6240 -2.8417 2.1337 -0.68
H 16.685 22.326 22.212 -0.7027 0.6998 0.4524 0.39
H 21.657 14.651 22.646 0.0873 0.2402 -0.1082 0.41
C 18.709 18.831 16.481 0.4930 -2.7010 -0.2430 0.78
C 20.722 10.999 17.161 0.0088 -2.8078 1.0688 0.68
O 19.025 11.199 23.890 -0.7102 0.8565 -0.6031 -0.38
C 15.388 19.661 20.628 -1.8255 -1.4534 1.6809 0.31
C 19.683 11.194 16.051 0.7378 0.1417 0.1778 -0.42
H 18.663 12.845 21.673 -0.2615 -0.1566 0.1096 -0.40
O 23.803 14.984 19.177 -0.3142 1.2929 0.8932 -0.58
H 11.464 11.818 16.430 -0.6620 -0.1770 0.1775 0.47
H 16.272 13.290 16.950 0.1841 0.1933 -0.3277 0.33
C 13.350 11.789 15.602 0.7027 0.2388 1.9536 0.13
C 12.386 8.186 15.464 0.5633 -0.6538 -0.2695 -0.88
C 22.580 14.997 15.142 -0.3234 0.9888 0.8006 -0.47
H 12.250 18.016 21.576 0.3188 -0.0253 0.6718 0.41
C 21.234 18.333 13.568 1.1953 -1.4367 -0.8929 -0.85
H 19.297 9.167 24.125 0.1240 0.2666 0.3883 0.26
C 22.851 14.227 18.680 -5.6844 -1.0613 -0.4227 0.61
C 10.541 18.854 20.776 -0.6670 1.7783 -0.7217 -1.08
H 17.530 12.499 24.629 0.6582 0.7947 0.3083 0.54
O 17.865 12.214 12.942 1.4620 -0.9349 -2.3465 -0.55
C 17.975 12.181 23.685 0.7764 -2.2149 -0.5320 -0.95
C 11.168 20.118 20.073 -0.7191 -0.7953 3.6331 -0.20
H 13.467 11.993 18.517 0.3001 -0.2211 0.0240 -0.05
H 16.387 18.893 18.977 0.1679 0.0332 -0.4942 0.32
H 17.851 16.404 15.976 0.3195 1.6861 0.2180 0.30
H 15.542 15.832 22.402 -0.3254 -0.1134 0.3640 0.47
H 18.872 20.122 17.599 0.2425 0.5996 0.3430 0.30
H 14.264 11.995 16.159 0.5187 -0.3398 -0.7057 -0.32
H 15.092 14.267 15.991 0.4512 0.1296 -0.3775 0.39
C 21.022 10.977 19.721 -2.4254 0.9311 -1.8349 -0.51
C 20.704 14.532 22.130 -0.1694 -1.2024 0.3511 -0.85
H 9.616 18.606 20.256 0.4976 -0.8523 -0.5537 0.40
O 18.765 15.782 21.422 -0.4625 1.7637 -1.0487 -0.03
C 18.945 15.743 11.745 0.7550 -0.0402 -0.3623 -0.84
H 11.479 12.686 19.366 -0.0035 0.3926 -0.2155 -0.08
H 21.654 14.546 15.499 -0.1941 0.0232 -0.1694 -0.03
N 12.373 12.125 16.745 -0.1066 -2.8466 -0.8981 0.38
O 12.806 9.418 16.037 -0.2722 -0.2444 0.2306 -0.25
C 12.184 16.938 19.849 -0.7109 -0.3398 -0.7673 -1.04
H 17.805 9.576 23.379 -0.4112 0.2295 0.1627 0.30
H 15.690 15.361 20.784 -0.4540 0.2132 -0.7591 0.11
H 18.058 9.995 25.165 -0.3369 -0.7680 -0.0652 0.33
H 18.476 17.873 21.626 0.2268 0.0160 0.2510 0.50
H 23.139 15.291 16.030 -0.1007 0.5284 0.0827 0.31
H 13.141 7.727 14.826 0.5225 0.2561 -0.0368 0.34
H 20.897 12.621 18.394 0.9077 1.5603 0.1059 -0.17
C 18.487 9.894 24.168 0.5668 0.5341 -0.0008 -0.78
O 21.564 10.117 17.266 -1.9393 2.6945 -0.9334 -0.54
H 16.044 10.432 20.210 -1.8740 -1.1496 0.6106 0.25
H 14.810 22.299 21.918 0.5131 0.4453 -0.0377 0.32